# 1
This record from the Open Molecules 2025 dataset describes C30H27B2Br3N7O3S2Tm as an isolated structure at a distorted geometry. The level of theory is ωB97M-V/def2-TZVPD.

The spin multiplicity is 3. For the calculated total energy, the calculation gives -11422.02627 hartree. The HOMO energy (alpha / beta) comes out at -7.36 / -7.36 eV.

Geometry (Å):
Tm  0.6850  1.7147  0.3583
Br  -0.8137  0.5359  2.9648
C  -0.3411  2.4453  2.3870
Br  1.7022  4.1407  -0.0717
H  0.3209  2.7705  3.2079
H  -1.2979  2.9659  2.5537
C  -0.6836  6.3447  0.4464
N  -1.0570  5.5835  -0.7129
C  -0.4981  5.6533  -1.9514
C  -1.1020  4.7020  -2.7137
N  -2.0298  4.0507  -1.9541
B  -3.0912  3.0753  -2.5418
N  -2.4935  1.6956  -2.9804
C  -3.3334  0.8044  -3.5923
C  -2.6429  -0.3142  -3.9089
N  -1.3530  -0.1125  -3.4907
C  -0.2643  -1.0380  -3.6464
C  -1.2868  1.1195  -2.9107
S  0.1737  1.7527  -2.3223
C  -1.9627  4.5936  -0.7366
S  -2.9701  4.2940  0.6620
H  0.2364  6.8810  0.2363
H  -0.4979  5.6653  1.2771
H  -1.4825  7.0289  0.7253
H  0.3065  6.3221  -2.1675
H  -0.9434  4.4315  -3.7364
H  -3.5361  3.5807  -3.5247
H  -3.9196  2.8515  -1.7052
H  -4.3623  1.0489  -3.7429
H  -2.9466  -1.2209  -4.3925
H  -0.5425  -2.0250  -3.2715
H  0.5984  -0.6726  -3.0866
H  0.0227  -1.1242  -4.6969
Br  1.6432  -4.9226  5.9664
C  2.6045  -4.7368  4.3312
C  2.5548  -5.7541  3.3905
C  3.2870  -5.6464  2.2279
C  4.0544  -4.5036  1.9779
C  4.0714  -3.4776  2.9346
C  3.3577  -3.5959  4.1083
N  4.9471  -4.5072  0.9211
N  5.2369  -3.5501  0.1958
C  4.5320  -2.3714  0.1305
C  5.2627  -1.1868  0.0468
C  4.6605  0.0447  0.1956
C  3.2762  0.1667  0.3825
O  2.6889  1.2802  0.6334
C  2.4856  -1.0342  0.2825
N  1.1403  -0.8786  0.3611
C  0.3979  -1.9689  0.3358
C  0.9102  -3.2415  0.0598
C  2.2664  -3.4052  -0.0651
C  3.1091  -2.3005  0.1465
H  1.9616  -6.6326  3.5817
H  3.2595  -6.4397  1.4973
H  4.6808  -2.6016  2.7595
H  3.3947  -2.8092  4.8478
H  6.3369  -1.2548  -0.0418
H  5.2527  0.9455  0.2200
H  -0.6581  -1.8390  0.5278
H  0.2309  -4.0709  -0.0687
H  2.6903  -4.3578  -0.3488
O  -4.1380  1.8959  1.3328
B  -3.1209  2.4965  0.6574
O  -2.2842  1.5706  0.0223
C  -2.9245  0.3588  0.2316
C  -2.6794  -0.8831  -0.3125
C  -3.5188  -1.9196  0.0775
C  -4.5658  -1.7251  0.9660
C  -4.8514  -0.4648  1.4711
C  -4.0243  0.5628  1.0705
H  -1.9032  -1.0408  -1.0430
H  -3.3551  -2.9030  -0.3339
H  -5.1866  -2.5683  1.2290
H  -5.6794  -0.2713  2.1328


# 2
This record from the Open Molecules 2025 dataset describes one molecule with the formula C2H2FN3S at a distorted geometry. The level of theory is ωB97M-V/def2-TZVPD.

The spin multiplicity is 1. For the calculated total energy, the calculation gives -739.65563 hartree. The SMILES is Fc1[nH]nnc1S. The HOMO energy comes out at -8.88 eV. The energy above the lowest of the compared OMol25 structures with the same formula, charge and spin is 108.3 kJ/mol.

Geometry (Å):
C  0.7186  -0.0779  0.3599
C  -0.5096  -0.3333  -0.3879
H  1.5579  -2.1685  0.4915
H  -2.0545  0.9289  -0.5738
N  0.7110  1.2316  0.5649
N  -0.2590  1.8771  0.0479
N  -1.0265  0.9019  -0.5389
F  -1.3124  -1.4049  -0.7503
S  2.1745  -0.9549  0.7868


# 3
This record from the Open Molecules 2025 dataset describes C12H18BrN2O7PS2 as an isolated structure at a distorted geometry. The level of theory is ωB97M-V/def2-TZVPD.

The spin multiplicity is 1. For the calculated total energy, the calculation gives -4815.87867 hartree. The HOMO energy comes out at -9.57 eV.

Geometry (Å):
C  1.7751  2.2231  3.6253
C  0.3290  1.7361  3.7721
C  -0.3015  1.3414  2.4305
C  -0.0610  -0.1234  2.0668
N  1.3262  -0.5752  2.2789
C  2.2620  -0.4741  1.2009
P  3.8947  -0.8728  2.1609
O  3.9641  -2.5055  1.9042
Br  5.5653  0.0866  1.0468
O  2.2713  0.8201  0.5893
S  1.4571  0.8170  -0.7917
O  0.2248  1.4994  -0.6415
O  2.1870  1.3244  -1.8823
O  1.0937  -0.7518  -0.8827
C  2.0411  -1.4000  -0.0165
S  3.4992  -1.7608  -1.0820
H  2.4944  1.4194  3.6667
H  1.8709  2.7580  2.6924
H  1.9860  2.9058  4.4382
H  -0.2469  2.5764  4.1349
H  0.2644  0.9004  4.4556
H  0.0622  2.0052  1.6650
H  -1.3791  1.4598  2.4560
H  -0.6684  -0.6948  2.7576
H  -0.4493  -0.3410  1.0781
H  1.3528  -1.5148  2.6473
H  3.3701  -2.9052  2.5637
H  1.7680  -2.4015  0.2639
H  3.9639  -0.5212  -1.2763
C  -1.4419  -0.8872  -3.6326
C  -1.8194  0.2367  -2.9103
C  -3.1617  0.5239  -2.7280
C  -4.1073  -0.3254  -3.2711
C  -3.7498  -1.4449  -3.9983
C  -2.4057  -1.7241  -4.1787
N  -5.5342  -0.0369  -3.0607
O  -5.8215  0.9637  -2.4339
O  -6.3424  -0.8185  -3.5236
H  -0.3920  -1.1114  -3.7690
H  -1.0688  0.8876  -2.4871
H  -3.4597  1.3964  -2.1671
H  -4.5029  -2.0936  -4.4183
H  -2.1100  -2.5971  -4.7435


# 4
This record from the Open Molecules 2025 dataset describes a 2-piece molecular cluster, C5H14ClN2O overall at a distorted geometry. The level of theory is ωB97M-V/def2-TZVPD.

The spin multiplicity is 1. For the calculated total energy, the calculation gives -843.54441 hartree. As for the net charge: +1. The HOMO energy comes out at -12.05 eV. The energy above the lowest of the compared OMol25 structures with the same formula, charge and spin is 41.1 kJ/mol.

Geometry (Å):
C  -1.7352  -1.2645  -1.8584
N  -0.3787  -1.8437  -1.7874
C  -0.3090  -3.3268  -1.8500
C  0.6667  -1.0613  -1.6951
Cl  2.2741  -1.6193  -1.7797
H  -2.4471  -2.0941  -1.8712
H  -1.8790  -0.6369  -0.9743
H  -1.8334  -0.6613  -2.7683
H  -1.3304  -3.6831  -1.8633
H  0.1924  -3.6819  -2.7525
H  0.1961  -3.7256  -0.9706
H  0.5441  0.0299  -1.8163
O  -0.2883  3.3630  2.7623
C  0.8461  2.5083  2.8086
C  0.5537  1.3510  1.8619
N  0.2508  1.8620  0.5321
H  -0.2718  3.9753  3.5279
H  1.7220  3.0743  2.4625
H  1.0087  2.1254  3.8277
H  1.4018  0.6548  1.8620
H  -0.3389  0.8367  2.2300
H  0.8456  2.6598  0.3048
H  0.3097  1.1581  -0.1927